Record 1
Here is 2 unconnected molecules or ions with the total composition CHFOS2 from the Open Molecules 2025 dataset. Energies are from ωB97M-V/def2-TZVPD.

Geometry as XYZ:
```
6
Properties=species:S:1:pos:R:3:mulliken_charge:R:1
C -0.259 0.505 -1.465 0.722
O -0.944 0.944 -0.641 -0.347
F 1.273 -0.899 1.021 -0.227
S 0.717 0.099 -2.566 -0.322
S -0.351 -0.722 1.301 0.011
H -0.436 0.072 2.350 0.163
```

Summary:
E_LUMO = -0.01 eV
Structure (SMILES) = O=C=S.FS
2S+1 = 1

Record 2
Here is 2 unconnected molecules or ions with the total composition CHFS from the Open Molecules 2025 dataset. Energies are from ωB97M-V/def2-TZVPD.

Geometry as XYZ:
```
4
Properties=species:S:1:pos:R:3:mulliken_charge:R:1
C -0.536 0.668 -0.155 -0.149
F -0.349 1.928 0.042 -0.115
S -2.915 -0.250 0.007 -0.089
H 0.281 -0.011 0.021 0.353
```

Summary:
E_LUMO (spin up / spin down) = -1.09 / -2.12 eV
2S+1 = 1

Record 3
Here is a single CHFS2 molecule from the Open Molecules 2025 dataset. Energies are from ωB97M-V/def2-TZVPD.

Geometry as XYZ:
```
5
Properties=species:S:1:pos:R:3:mulliken_charge:R:1
C -0.125 -0.069 0.452 0.229
F -0.049 -0.669 1.658 -0.121
S -1.354 -1.200 -0.988 -0.292
S 0.954 1.063 0.039 -0.023
H 0.574 0.874 -1.161 0.207
```

Summary:
E_LUMO (spin up / spin down) = -1.41 / -1.40 eV
Structure (SMILES) = FC(=S)S
2S+1 = 1

Record 4
Here is 2 unconnected molecules or ions with the total composition CHI2N from the Open Molecules 2025 dataset. Energies are from ωB97M-V/def2-TZVPD.

Geometry as XYZ:
```
5
Properties=species:S:1:pos:R:3:mulliken_charge:R:1
C -1.642 0.701 -0.015 -0.061
N -1.675 1.841 -0.010 -0.321
I -1.600 -1.309 -0.004 0.375
I 2.425 0.162 -0.082 -0.081
H 2.492 -1.397 0.111 0.089
```

Summary:
E_LUMO (spin up / spin down) = 0.39 / -4.40 eV
Expectation value of S² = 2.01
2S+1 = 3

Record 5
Here is a molecular structure, CHI2NO2 from the Open Molecules 2025 dataset. Energies are from ωB97M-V/def2-TZVPD.

Geometry as XYZ:
```
7
Properties=species:S:1:pos:R:3:mulliken_charge:R:1
C -0.351 -0.742 -0.591 -0.630
N 0.284 0.996 0.974 0.757
O 0.368 2.053 0.464 -0.430
O 0.365 0.563 2.075 -0.409
I 1.359 -1.848 -0.147 0.155
I -0.712 0.260 -2.372 0.187
H -1.313 -1.281 -0.403 0.369
```

Summary:
E_LUMO (spin up / spin down) = -1.23 / -1.17 eV
2S+1 = 1

Record 6
Here is 2 unconnected molecules or ions with the total composition CHI2O3S from the Open Molecules 2025 dataset. Energies are from ωB97M-V/def2-TZVPD.

Geometry as XYZ:
```
8
Properties=species:S:1:pos:R:3:mulliken_charge:R:1
C 0.335 -0.962 0.318 -0.143
O -0.836 -0.704 0.647 -0.389
O -4.098 0.163 2.276 -0.334
O 1.206 -1.730 0.717 -0.595
S -3.579 0.233 0.974 0.449
I -4.872 -1.387 -0.459 -0.067
I -4.299 2.403 0.115 -0.063
H 0.643 -0.117 -0.530 0.142
```

Summary:
E_LUMO = 1.39 eV
Net charge = -1
2S+1 = 1

Record 7
Here is a molecular structure, CHIN2 from the Open Molecules 2025 dataset. Energies are from ωB97M-V/def2-TZVPD.

Geometry as XYZ:
```
5
Properties=species:S:1:pos:R:3:mulliken_charge:R:1
C -0.309 -0.133 -0.279 -0.239
N -0.428 1.009 0.628 -0.030
N 0.757 1.074 0.638 -0.182
I 0.403 -1.934 0.446 0.121
H -0.422 -0.016 -1.433 0.330
```

Summary:
E_LUMO = 0.01 eV
2S+1 = 1

Record 8
Here is a gas-phase ion, CHN2O4 (charge -1) from the Open Molecules 2025 dataset. Energies are from ωB97M-V/def2-TZVPD.

Geometry as XYZ:
```
8
Properties=species:S:1:pos:R:3:mulliken_charge:R:1
C -1.511 -0.403 -0.150 0.755
N 1.095 -0.546 -0.078 -0.752
N 0.807 0.668 0.061 1.143
O -1.972 -0.813 -1.179 -0.570
O -0.390 0.959 -0.325 -0.501
O -1.533 -0.702 1.023 -0.567
O 1.445 1.679 0.450 -0.701
H 2.060 -0.842 0.199 0.192
```

Summary:
E_LUMO = 4.32 eV
Structure (SMILES) = [H]/N=[N+](\[O-])OC(=O)[O-]
Net charge = -1
2S+1 = 1

Record 9
Here is 2 unconnected molecules or ions with the total composition CHN2O5 from the Open Molecules 2025 dataset. Energies are from ωB97M-V/def2-TZVPD.

Geometry as XYZ:
```
9
Properties=species:S:1:pos:R:3:mulliken_charge:R:1
C -1.028 -0.729 0.381 0.684
N -0.333 -0.414 -0.841 -0.114
N 1.798 0.223 0.103 0.643
O -0.816 -1.701 1.029 -0.557
O 2.757 -0.125 -0.610 -0.560
O -1.923 0.258 0.578 -0.571
O 1.891 0.868 1.061 -0.472
O -0.709 0.654 -1.422 -0.478
H -1.638 0.965 -0.279 0.425
```

Summary:
E_LUMO (spin up / spin down) = 3.78 / 2.62 eV
Net charge = -1
2S+1 = 1

Record 10
Here is 2 unconnected molecules or ions with the total composition CHN2O5S2 from the Open Molecules 2025 dataset. Energies are from ωB97M-V/def2-TZVPD.

Geometry as XYZ:
```
11
Properties=species:S:1:pos:R:3:mulliken_charge:R:1
C -0.437 0.969 2.206 0.477
N 0.661 0.772 2.662 -0.771
N -1.369 0.951 1.368 -0.606
O -1.232 0.328 -2.172 -0.519
O 2.316 -1.149 -0.335 -0.555
O 0.939 0.477 -1.080 -0.212
O 0.395 -1.379 -2.701 -0.510
O -0.126 -1.132 -0.246 -0.210
S 1.254 -0.363 0.186 0.732
S -0.091 -0.451 -1.720 1.047
H -2.312 0.977 1.832 0.127
```

Summary:
E_LUMO = 3.38 eV
Net charge = -1
2S+1 = 1

M (computed, g mol⁻¹): 112.150 64.084 96.151 280.834 312.832 346.891 167.937 105.029 121.028 185.162
E (computed, a.u.): -1010.1423 -536.5415 -934.8057 -688.6480 -839.1338 -1258.0446 -445.7700 -449.1403 -524.3047 -1320.7428
ΔE to the lowest compared entry with this formula, charge and spin (computed, kcal per mole): 13.74 101.80 65.67 53.32 42.28 28.90 55.56 18.33 42.12 66.91